Density functional theory data (the ωB97M-V functional and the def2-TZVPD basis) for 20 unconnected molecules or ions with the total composition C80H140N20 in a non-equilibrium geometry.

Atoms and positions in Å:
1 C -4.9557 1.3936 -2.4970
2 C -4.6834 0.3504 -3.5620
3 C -5.9240 -0.3369 -4.1594
4 C -6.3963 -1.4987 -3.3544
5 N -6.7569 -2.4125 -2.6958
6 H -5.4827 2.2604 -2.8956
7 H -3.9895 1.7947 -2.1907
8 H -5.4342 0.9876 -1.6057
9 H -3.9303 -0.3954 -3.3078
10 H -4.1882 0.9744 -4.3060
11 H -5.8956 -0.6469 -5.2040
12 H -6.8496 0.2292 -4.2643
13 C -1.5000 -4.6026 -2.6505
14 C -2.5053 -3.9245 -3.5192
15 C -3.4965 -4.8830 -4.2868
16 C -2.8023 -5.6107 -5.2992
17 N -2.2646 -6.1672 -6.1656
18 H -0.8295 -5.2553 -3.2096
19 H -1.9487 -5.2225 -1.8743
20 H -0.9358 -3.9343 -2.0001
21 H -1.9358 -3.3331 -4.2362
22 H -3.0607 -3.1758 -2.9544
23 H -4.3592 -4.3418 -4.6753
24 H -3.9596 -5.4754 -3.4977
25 C -4.8119 -2.2622 4.8669
26 C -3.6807 -3.2669 4.5268
27 C -2.3155 -2.9505 5.1554
28 C -2.0589 -1.4829 5.1857
29 N -1.9059 -0.3179 5.1864
30 H -5.0070 -2.1406 5.9324
31 H -5.7751 -2.6090 4.4927
32 H -4.5558 -1.3032 4.4165
33 H -3.5544 -3.4481 3.4594
34 H -4.0064 -4.1660 5.0498
35 H -1.5330 -3.4067 4.5491
36 H -2.3768 -3.3308 6.1751
37 C 2.4165 -5.6046 3.6663
38 C 2.8159 -4.2143 4.0617
39 C 4.3003 -3.9286 3.7890
40 C 5.3005 -4.7079 4.5499
41 N 6.0637 -5.3770 5.1592
42 H 1.3470 -5.6559 3.8707
43 H 2.9212 -6.3956 4.2210
44 H 2.5280 -5.6226 2.5822
45 H 2.6191 -4.1924 5.1336
46 H 2.2551 -3.3858 3.6289
47 H 4.5462 -2.9038 4.0673
48 H 4.6313 -4.0967 2.7642
49 C 1.0279 1.6383 6.2645
50 C 1.5859 0.2114 6.1377
51 C 1.0867 -0.6056 7.3903
52 C 1.6041 -0.1437 8.6499
53 N 2.0654 0.1259 9.6717
54 H 1.4740 2.3052 7.0023
55 H 0.0161 1.5908 6.6673
56 H 0.9972 2.1896 5.3248
57 H 2.6716 0.2744 6.2117
58 H 1.3253 -0.2389 5.1799
59 H 1.4252 -1.6323 7.2508
60 H 0.0166 -0.6523 7.5924
61 C -1.8539 -6.0350 1.3914
62 C -3.2882 -6.3408 1.7443
63 C -3.4546 -7.5317 2.6832
64 C -2.8726 -7.3131 3.9561
65 N -2.4104 -7.1085 5.0442
66 H -1.3521 -5.6150 2.2632
67 H -1.7600 -5.3286 0.5667
68 H -1.3010 -6.8662 0.9539
69 H -3.6887 -6.5537 0.7532
70 H -3.7561 -5.4048 2.0493
71 H -3.0796 -8.4361 2.2041
72 H -4.5350 -7.5535 2.8260
73 C 2.4648 2.7027 -3.0887
74 C 1.2118 2.7890 -3.9107
75 C 1.5612 2.8880 -5.3734
76 C 2.2777 1.7346 -5.9561
77 N 2.7977 0.8546 -6.4803
78 H 2.2115 2.6450 -2.0301
79 H 3.1360 3.5460 -3.2516
80 H 3.0230 1.7828 -3.2626
81 H 0.6238 3.6647 -3.6360
82 H 0.4748 1.9938 -3.7989
83 H 2.2408 3.7264 -5.5263
84 H 0.7705 3.1450 -6.0782
85 C 4.1310 -0.1305 3.5944
86 C 5.4003 0.6685 3.4469
87 C 5.4463 1.8117 4.3358
88 C 6.6944 2.5573 4.2841
89 N 7.6809 3.1586 4.2269
90 H 4.0385 -0.7720 2.7180
91 H 3.2393 0.4931 3.6579
92 H 4.0462 -0.7733 4.4706
93 H 5.3936 1.0851 2.4397
94 H 6.1340 -0.1310 3.5499
95 H 5.2493 1.4796 5.3551
96 H 4.6548 2.5271 4.1125
97 C -2.0224 6.8109 1.2020
98 C -3.3500 6.4096 1.7855
99 C -3.5913 7.0872 3.1609
100 C -4.6897 6.5447 3.8403
101 N -5.6143 6.0444 4.2761
102 H -1.9520 7.8400 0.8497
103 H -1.8322 6.1141 0.3857
104 H -1.2752 6.6828 1.9852
105 H -3.5062 5.3346 1.8752
106 H -4.2441 6.6058 1.1937
107 H -3.8057 8.1206 2.8887
108 H -2.7040 6.9313 3.7746
109 C -1.1532 1.6847 0.4476
110 C -0.0542 0.7395 -0.1163
111 C 0.3154 -0.5347 0.6784
112 C -0.6423 -1.4982 1.0500
113 N -1.3914 -2.3333 1.3284
114 H -1.5177 2.3934 -0.2960
115 H -0.7510 2.1741 1.3347
116 H -2.0383 1.0810 0.6482
117 H 0.8623 1.2776 -0.3581
118 H -0.3774 0.4523 -1.1169
119 H 0.6592 -0.2612 1.6760
120 H 1.1936 -0.9930 0.2236
121 C -4.8288 -1.0017 1.2217
122 C -4.6651 -2.3812 0.5578
123 C -5.8527 -3.2527 0.6103
124 C -5.7816 -4.4920 -0.0808
125 N -5.7165 -5.4875 -0.6401
126 H -5.1805 -0.1938 0.5799
127 H -3.8816 -0.5852 1.5645
128 H -5.5502 -1.0053 2.0388
129 H -3.8223 -2.8562 1.0599
130 H -4.3487 -2.3196 -0.4835
131 H -6.6286 -2.5997 0.2107
132 H -6.1570 -3.5119 1.6243
133 C 2.4193 6.5014 0.7975
134 C 1.2622 5.5132 0.6617
135 C 0.8607 4.7760 1.9638
136 C 1.7327 3.6957 2.4077
137 N 2.3852 2.7640 2.6823
138 H 3.0243 6.6469 -0.0974
139 H 3.0766 6.2198 1.6201
140 H 1.9363 7.4428 1.0594
141 H 1.6582 4.6949 0.0604
142 H 0.3969 5.9288 0.1452
143 H -0.1641 4.4050 1.9795
144 H 0.9302 5.5307 2.7472
145 C 8.8512 -3.0371 -1.6559
146 C 8.3710 -3.7481 -0.3449
147 C 7.8126 -2.7687 0.6399
148 C 6.8213 -1.9169 0.0478
149 N 6.0978 -1.1097 -0.4181
150 H 8.8106 -3.7638 -2.4673
151 H 9.9018 -2.7776 -1.7870
152 H 8.2899 -2.1299 -1.8792
153 H 9.1821 -4.3301 0.0928
154 H 7.6027 -4.5019 -0.5163
155 H 8.6114 -2.1338 1.0231
156 H 7.2908 -3.2566 1.4632
157 C -6.6226 6.9366 -2.3360
158 C -5.8652 6.0528 -1.3063
159 C -6.4706 4.6931 -1.0525
160 C -5.6276 3.9141 -0.1512
161 N -4.8904 3.2225 0.4860
162 H -6.8011 6.3467 -3.2350
163 H -6.0687 7.8426 -2.5821
164 H -7.6042 7.2327 -1.9662
165 H -5.7288 6.6436 -0.4005
166 H -4.8387 5.9677 -1.6630
167 H -6.7987 4.0918 -1.9003
168 H -7.4382 4.7783 -0.5580
169 C 5.6578 2.5557 -0.8669
170 C 5.1505 3.9967 -0.7485
171 C 5.8022 5.0075 -1.7710
172 C 7.2463 5.1542 -1.4565
173 N 8.4097 5.2684 -1.2335
174 H 4.9079 1.8028 -0.6243
175 H 6.4066 2.3737 -0.0960
176 H 6.1279 2.3439 -1.8272
177 H 5.2765 4.3558 0.2729
178 H 4.0785 4.0315 -0.9423
179 H 5.3091 5.9775 -1.7070
180 H 5.6542 4.6985 -2.8058
181 C 3.1584 -3.7846 -0.2916
182 C 2.0628 -4.5770 -1.1502
183 C 1.3841 -5.7134 -0.3403
184 C 2.3679 -6.7842 0.1809
185 N 3.1388 -7.5646 0.5609
186 H 3.3223 -2.7332 -0.5283
187 H 4.1157 -4.2622 -0.5004
188 H 3.0838 -3.9567 0.7821
189 H 2.5148 -4.9783 -2.0572
190 H 1.3239 -3.8132 -1.3926
191 H 0.6159 -6.1973 -0.9434
192 H 0.8220 -5.3589 0.5236
193 C -4.8996 4.3809 -6.3638
194 C -3.4287 4.3390 -6.6529
195 C -2.6311 3.5782 -5.5973
196 C -2.8958 4.2374 -4.3156
197 N -3.0957 4.7373 -3.3112
198 H -5.4565 4.8172 -7.1930
199 H -5.0588 5.1514 -5.6094
200 H -5.2618 3.4170 -6.0063
201 H -2.9759 5.3058 -6.8728
202 H -3.3517 3.8714 -7.6345
203 H -1.5450 3.6090 -5.6844
204 H -3.0189 2.5722 -5.4372
205 C 2.4322 -2.9421 -6.4478
206 C 1.3088 -2.1125 -5.7296
207 C 0.2104 -1.6727 -6.6271
208 C -0.6358 -0.6285 -5.9811
209 N -1.3256 0.1907 -5.4973
210 H 1.9931 -3.7652 -7.0115
211 H 3.1720 -3.3780 -5.7763
212 H 2.9288 -2.2938 -7.1696
213 H 1.8923 -1.2418 -5.4304
214 H 0.9740 -2.6053 -4.8169
215 H -0.4880 -2.4007 -7.0399
216 H 0.7032 -1.1707 -7.4597
217 C -4.4588 2.0030 3.6381
218 C -3.2229 2.9325 3.5717
219 C -2.2003 2.8217 4.6823
220 C -1.3775 3.9600 4.8764
221 N -0.6977 4.9175 4.9355
222 H -5.3658 2.4130 3.1941
223 H -4.7218 1.8421 4.6836
224 H -4.1838 1.0177 3.2617
225 H -3.6087 3.9445 3.4488
226 H -2.7169 2.8784 2.6078
227 H -1.4949 1.9941 4.6072
228 H -2.7369 2.7120 5.6247
229 C 6.1104 -3.1356 -4.5058
230 C 5.0574 -2.7509 -3.4388
231 C 4.4760 -1.3608 -3.6466
232 C 3.3354 -1.0573 -2.7518
233 N 2.4299 -0.8564 -2.1210
234 H 6.5628 -4.0869 -4.2256
235 H 6.9553 -2.4470 -4.5147
236 H 5.6947 -3.1994 -5.5114
237 H 5.5393 -2.7292 -2.4613
238 H 4.3334 -3.5523 -3.2919
239 H 4.1078 -1.3030 -4.6709
240 H 5.2637 -0.6121 -3.5618

Computed properties:
**Frontier orbital gap**: 11.03 eV
**Maximum force**: 7.0 eV/Å
**Molar mass**: 1382.140 g mol⁻¹
**HOMO energy**: -11.187 eV
**Net charge**: 0
**Energy above the lowest of the compared OMol25 structures with the same formula, charge and spin**: 376.5 kJ/mol

Atom charges from the Löwdin analysis, given in e for atoms 1 to 99: atom 1 (C): -0.112, atom 2 (C): -0.245, atom 3 (C): -0.175, atom 4 (C): -0.195, atom 5 (N): 0.149, atom 6 (H): 0.063, atom 7 (H): 0.066, atom 8 (H): 0.061, atom 9 (H): 0.104, atom 10 (H): 0.074, atom 11 (H): 0.114, atom 12 (H): 0.115, atom 13 (C): -0.122, atom 14 (C): -0.243, atom 15 (C): -0.169, atom 16 (C): -0.245, atom 17 (N): 0.143, atom 18 (H): 0.082, atom 19 (H): 0.064, atom 20 (H): 0.062, atom 21 (H): 0.092, atom 22 (H): 0.094, atom 23 (H): 0.114, atom 24 (H): 0.115, atom 25 (C): -0.095, atom 26 (C): -0.240, atom 27 (C): -0.163, atom 28 (C): -0.178, atom 29 (N): 0.186, atom 30 (H): 0.080, atom 31 (H): 0.068, atom 32 (H): 0.045, atom 33 (H): 0.080, atom 34 (H): 0.099, atom 35 (H): 0.106, atom 36 (H): 0.122, atom 37 (C): -0.095, atom 38 (C): -0.263, atom 39 (C): -0.195, atom 40 (C): -0.215, atom 41 (N): 0.130, atom 42 (H): 0.073, atom 43 (H): 0.093, atom 44 (H): 0.039, atom 45 (H): 0.109, atom 46 (H): 0.105, atom 47 (H): 0.083, atom 48 (H): 0.104, atom 49 (C): -0.115, atom 50 (C): -0.222, atom 51 (C): -0.194, atom 52 (C): -0.254, atom 53 (N): 0.148, atom 54 (H): 0.080, atom 55 (H): 0.061, atom 56 (H): 0.044, atom 57 (H): 0.088, atom 58 (H): 0.091, atom 59 (H): 0.112, atom 60 (H): 0.106, atom 61 (C): -0.128, atom 62 (C): -0.263, atom 63 (C): -0.189, atom 64 (C): -0.227, atom 65 (N): 0.139, atom 66 (H): 0.066, atom 67 (H): 0.046, atom 68 (H): 0.077, atom 69 (H): 0.089, atom 70 (H): 0.092, atom 71 (H): 0.133, atom 72 (H): 0.127, atom 73 (C): -0.102, atom 74 (C): -0.260, atom 75 (C): -0.194, atom 76 (C): -0.194, atom 77 (N): 0.168, atom 78 (H): 0.062, atom 79 (H): 0.077, atom 80 (H): 0.060, atom 81 (H): 0.110, atom 82 (H): 0.101, atom 83 (H): 0.120, atom 84 (H): 0.105, atom 85 (C): -0.132, atom 86 (C): -0.282, atom 87 (C): -0.227, atom 88 (C): -0.216, atom 89 (N): 0.139, atom 90 (H): 0.070, atom 91 (H): 0.035, atom 92 (H): 0.060, atom 93 (H): 0.111, atom 94 (H): 0.122, atom 95 (H): 0.129, atom 96 (H): 0.104, atom 97 (C): -0.093, atom 98 (C): -0.249, atom 99 (C): -0.190